No. 1
Below is an isolated ion of composition C6H9N2O2 and charge +1 at a distorted geometry, with properties calculated with ωB97M-V/def2-TZVPD.

Charge: +1
LUMO level: -4.5586 eV
SMILES: C[NH+](C)C1=CC(=O)NC1=O
2S+1: 1
ΔE to the lowest compared entry with this formula, charge and spin: 51.8 kcal per mole
Orbital gap: 9.978 eV

Structure (XYZ):
```
19
Properties=species:S:1:pos:R:3:forces:R:3
C 1.47633 0.99743 0.78293 0.23 2.08 -1.44
N 1.06561 0.14522 -0.41337 -0.24 -1.36 2.00
C 1.83987 -1.13648 -0.44846 0.86 -1.14 -3.21
C -0.36542 -0.03024 -0.19669 0.34 2.56 -0.18
C -1.06631 -1.10537 -0.15648 -0.80 -3.02 0.27
C -2.48404 -0.74163 0.05782 0.10 0.24 0.22
O -3.32247 -1.58188 0.16251 -0.69 0.82 -0.03
N -2.54332 0.68007 0.13980 -2.50 -0.11 -0.07
C -1.31401 1.26349 0.08683 0.71 -1.49 -0.86
O -0.99641 2.40838 0.18912 -0.01 -0.10 -0.12
H 0.85000 0.76500 1.68134 1.15 -0.26 -0.80
H 2.58015 1.05483 0.81256 -0.68 -0.51 0.58
H 1.14892 1.98312 0.40320 0.23 -0.17 0.91
H 1.16745 0.58760 -1.31211 0.35 0.78 -0.25
H 1.27982 -1.88071 -1.16994 0.81 0.94 2.38
H 2.77349 -1.02249 -1.06971 -0.86 0.70 0.48
H 2.29314 -1.37034 0.51788 -1.18 -0.57 0.06
H -0.91605 -2.21636 -0.16417 0.41 1.38 -0.26
H -3.46676 1.20036 0.09695 1.77 -0.78 0.33
```
Positions in Å, forces in eV/Å.

No. 2
Below is one molecule with the formula C10H12N2OS at a distorted geometry, with properties calculated with ωB97M-V/def2-TZVPD.

LUMO level: 0.4584 eV
SMILES: OCCSCc1cnc2ccccn12
2S+1: 1
ΔE to the lowest compared entry with this formula, charge and spin: 0.0 kcal per mole
Orbital gap: 8.710 eV

Structure (XYZ):
```
26
Properties=species:S:1:pos:R:3:forces:R:3
O 1.49474 -2.70484 -2.59112 -0.36 1.42 0.48
C 1.39801 -1.37336 -2.01469 -0.96 -0.17 -1.30
C 2.01790 -1.29759 -0.66046 0.40 0.40 0.68
S 1.27397 -2.41485 0.56856 0.27 -0.25 0.01
C -0.34804 -1.62906 0.85549 -0.27 -0.88 -0.36
C -0.30772 -0.20088 1.12110 0.50 1.75 1.49
C 0.27298 0.49938 2.16876 0.60 -0.45 0.69
N 0.09630 1.85108 2.12919 -0.56 -0.51 -1.63
C -0.61029 2.03746 0.98631 -0.17 -0.16 1.45
C -1.14963 3.25838 0.41388 1.49 -1.09 1.70
C -1.83762 3.17361 -0.72033 -0.98 0.07 -1.06
C -2.15236 1.92073 -1.32863 0.88 -1.74 0.47
C -1.68249 0.73199 -0.78576 0.42 1.22 0.87
N -0.90979 0.78997 0.42406 -1.55 1.37 -3.44
H 1.20969 -3.28991 -1.88379 -0.07 -0.35 0.14
H 1.85696 -0.70011 -2.77762 -0.10 -0.41 0.80
H 0.33664 -0.98580 -1.87640 0.81 -0.78 -0.55
H 1.84852 -0.29144 -0.24921 0.47 -0.10 -0.16
H 3.09063 -1.55008 -0.69020 -0.40 0.18 0.16
H -0.78108 -2.11789 1.72935 0.21 -0.31 -0.06
H -0.98390 -1.89744 0.01469 -0.18 0.20 -0.01
H 0.84779 0.01361 2.96328 -0.22 0.37 -0.25
H -0.93357 4.19052 0.94239 -0.04 -0.36 -0.30
H -2.20359 4.07264 -1.18875 -0.13 0.11 -0.08
H -2.71746 1.89846 -2.25614 0.08 -0.11 0.23
H -1.82223 -0.27746 -1.18240 -0.14 0.59 0.04
```
Positions in Å, forces in eV/Å.

No. 3
Below is a 2-piece molecular cluster, C7H6N4O2 overall at a distorted geometry, with properties calculated with ωB97M-V/def2-TZVPD.

LUMO level: -1.2132 eV
2S+1: 1
ΔE to the lowest compared entry with this formula, charge and spin: 60.0 kcal per mole
Orbital gap: 8.658 eV

Structure (XYZ):
```
19
Properties=species:S:1:pos:R:3:forces:R:3
C 1.87469 -1.12610 -1.40258 0.04 0.42 -0.47
C -0.19150 0.65101 2.14645 0.39 -0.29 -2.50
C 0.16103 -0.34075 3.05975 1.36 1.45 -0.32
C 0.65074 0.40280 0.96584 -1.31 -0.62 1.37
C 0.15730 0.61094 -0.50790 2.45 -0.59 3.20
C -0.48370 -0.88969 -2.48146 2.82 1.00 -3.11
C 0.81577 -0.24609 -1.66515 -2.54 4.39 -1.02
N 2.84818 -1.71456 -1.45938 1.10 -1.01 0.47
N 1.24694 -1.02039 2.62676 -0.39 -0.07 1.97
N 1.51895 -0.59320 1.45386 -0.99 1.32 -2.51
N -1.27834 0.14026 -2.82434 -0.25 0.99 2.00
O -0.74799 1.39681 -0.61159 0.04 0.03 -0.62
O -0.42374 -1.88813 -3.15318 0.23 -0.73 1.55
H -0.96361 1.43620 2.23604 0.51 -0.87 -0.21
H -0.07052 -0.29793 4.10377 -0.37 -0.72 0.24
H 1.44948 1.01926 -2.44751 -1.86 -3.79 1.84
H 2.41063 -0.80124 1.04432 0.09 -0.62 -0.25
H -1.48159 0.74329 -2.03704 0.24 0.66 -0.23
H -2.11342 -0.07591 -3.26725 -1.56 -0.96 -1.41
```
Positions in Å, forces in eV/Å.

- Which formula does entry 2 have?
  C10H12N2OS